1.
# C8H14N3O

The ion C8H14N3O with charge +1 at a distorted geometry (the ωB97M-V functional and the def2-TZVPD basis, the Open Molecules 2025 dataset).

Structure (XYZ):
```
26
Properties=species:S:1:pos:R:3:forces:R:3
O 2.14635 -1.68782 1.73809 -0.8911 0.2613 -0.6310
N -1.00252 2.31428 -1.07933 0.0091 1.0219 -0.4715
N 0.65729 1.30301 1.03363 -2.1034 0.8348 -1.7842
N 0.45310 -0.89067 0.38974 -0.3282 0.8103 -0.8225
C -0.13412 -2.19963 -0.02718 -1.7739 2.4202 0.7746
C 2.57829 1.17299 2.48525 -0.7027 0.0451 -1.3736
C -0.86713 0.19366 -2.29899 2.4223 -3.9205 4.1934
C 1.67423 0.64080 1.66666 0.5885 0.6339 1.3881
C 1.46501 -0.79224 1.28136 3.0503 -1.1673 2.5433
C 0.09831 0.41587 0.10781 -2.4369 2.4432 -1.9335
C -1.65250 -2.18941 0.17933 1.0000 -3.6954 0.4406
C -0.67587 0.90522 -0.94881 0.5629 -2.5958 -0.6498
H 3.31875 0.58506 2.88971 1.3304 -1.6113 0.8655
H -1.79205 2.53731 -1.77874 1.4664 -0.6374 1.3563
H 0.43657 2.32419 0.95388 1.1078 -1.7113 0.5242
H -1.24239 2.69198 -0.18278 -0.8515 0.4759 0.6766
H 0.15248 -2.42011 -1.00026 0.1818 -0.0543 -2.1024
H 2.78091 2.21204 2.60912 -0.5930 0.7233 0.0696
H -2.05483 -3.14532 -0.31174 0.5272 0.9350 1.3032
H -2.01270 -2.03706 1.20764 0.3685 -0.3271 -0.3839
H 0.34089 -2.93862 0.50833 1.1166 -1.3319 1.8116
H -2.06476 -1.51121 -0.43592 -1.5211 2.8955 -1.8549
H -1.60562 -0.58204 -2.18914 -1.2641 0.3875 -0.7815
H -0.85322 0.80647 -3.11836 -0.3237 1.3613 -2.0815
H -0.16048 2.84327 -1.33506 -0.1379 0.2723 -0.5642
H 0.01600 -0.55199 -2.34422 -0.8042 1.5310 -0.5126
```
Forces are in eV/Å.

SMILES: C=c1[nH]/c(=C(/C)[NH3+])n(CC)c1=O
2S+1: 1
Charge: +1



2.
# C10H20NO4

A structure of composition C10H20NO4 at a distorted geometry (the ωB97M-V functional and the def2-TZVPD basis, the Open Molecules 2025 dataset).

Structure (XYZ):
```
35
Properties=species:S:1:pos:R:3:forces:R:3
O 2.94928 -2.69526 0.76469 -0.5200 -0.1458 0.2730
O 0.87170 -2.13074 -0.24176 0.7450 -0.3374 0.7073
O -2.16398 -0.33196 0.63474 -0.2421 -0.2412 0.1988
O 0.17756 1.21907 0.68480 -0.2899 1.9248 2.5907
N -4.41259 0.28775 -0.34165 -0.8361 0.4205 4.3821
C -5.55884 -0.29194 0.41440 -1.6780 -0.4227 -1.2979
C 3.05054 2.04703 0.45972 -0.4889 1.8234 -1.3425
C 3.11852 -0.49201 0.08456 1.0552 1.2173 1.1376
C 2.60182 0.73184 0.12161 -5.2845 -5.3674 -0.6074
C -0.10068 -1.24939 0.09669 6.7872 2.8627 -1.3582
C 2.36689 -1.79913 -0.09055 0.5219 -1.2190 -3.8581
C 0.62626 0.87956 -1.55785 -1.4499 1.4707 1.8515
C 0.95145 0.40589 -0.11093 -2.0934 0.7799 -0.8773
C -1.38409 -1.42637 0.22945 1.1622 2.4018 0.6339
C 4.62013 -0.69871 0.21799 -0.6631 0.0220 0.7490
H 2.85633 -3.60384 0.45797 -0.2083 0.0768 -0.1268
H -1.56690 0.41144 0.84843 0.1917 -0.1100 -0.1081
H -0.25598 1.64323 -1.59460 1.9076 -1.0023 0.3520
H -5.41258 -1.34327 0.62361 0.1372 -0.1600 -0.3564
H 2.70802 2.21191 1.45667 0.1434 0.5589 0.9653
H 4.13169 2.02168 0.40183 0.1282 0.6577 0.1248
H -6.52790 -0.10999 -0.02928 -0.0154 -0.2876 -0.7919
H 1.53681 1.21333 -1.95784 0.9961 1.2891 -0.7518
H -5.70868 0.18304 1.33494 0.6966 0.9454 1.4860
H -1.78520 -2.36199 0.25741 -1.5150 -2.2587 0.0734
H 5.12107 0.28616 0.37157 -0.1713 -1.0652 -0.2882
H 0.61382 1.32779 1.55926 -0.5245 -0.1415 -0.7252
H 4.98938 -1.26295 -0.62470 0.3880 0.1559 -0.4922
H -3.67730 -0.20374 0.22143 1.4070 0.8547 -0.6557
H 2.67223 -1.95952 -1.21909 -0.6095 -0.5577 1.8425
H -4.25032 0.07737 -1.27075 -0.1952 -0.5131 -2.5152
H 0.32780 0.16232 -2.22402 -0.7677 -2.4118 -1.3727
H -4.31466 1.28840 -0.11619 0.0106 -0.4825 -0.6047
H 4.76441 -1.37544 1.06745 0.3198 0.4908 0.0289
H 2.57138 2.87505 -0.17920 0.9547 -1.2285 0.7337
```
Forces are in eV/Å.

2S+1: 1
Charge: +1



3.
# C5H11O3

A cluster of 2 separate species, C5H11O3 in total at a distorted geometry (the ωB97M-V functional and the def2-TZVPD basis, the Open Molecules 2025 dataset).

Structure (XYZ):
```
19
Properties=species:S:1:pos:R:3:forces:R:3
O -0.23813 2.05696 2.85708 -0.1193 0.0672 0.0635
O 0.59983 -3.16207 -0.39468 -0.1553 -0.0188 -0.2511
O 0.59752 -1.98331 -2.28370 -0.1009 -0.0095 -0.4197
C 1.31031 -0.84000 -0.37828 -0.3205 0.8359 -0.4485
C -0.95094 0.97729 -1.26142 -1.0065 0.8491 -0.2669
C 0.23212 -0.31041 0.60854 1.4208 -1.4265 0.1256
C -1.06789 0.03573 -0.06177 -0.1013 -0.4332 -0.3581
C 0.79334 -2.14260 -1.01016 0.5780 0.1067 1.0803
H -1.50184 -0.90688 -0.41842 0.0034 0.0833 -0.0637
H 1.53435 -0.11506 -1.16648 -0.0055 0.0077 0.0542
H 0.64894 2.40666 2.94069 0.2232 0.2237 0.1962
H 2.24072 -1.03813 0.16048 -0.1372 -0.2882 -0.1545
H -0.18065 1.51927 2.06515 -0.3035 0.0000 -0.0165
H -1.96247 1.35630 -1.35733 -0.2891 0.2938 -0.3204
H 0.21665 -1.17694 1.28134 -0.9146 0.3035 0.2707
H -0.76483 0.54028 -2.24465 0.4148 -0.3417 0.3284
H -1.83723 0.41303 0.62189 0.4417 0.0969 0.1623
H -0.35312 1.89932 -1.17212 0.1767 -0.5723 0.3817
H 0.68331 0.47056 1.21384 0.1953 0.2223 -0.3636
```
Forces are in eV/Å.

⟨S²⟩: 0.75
2S+1: 2
Charge: 0



4.
# H18O9

A cluster of 9 separate species, H18O9 in total at a distorted geometry (the ωB97M-V functional and the def2-TZVPD basis, the Open Molecules 2025 dataset).

Structure (XYZ):
```
27
Properties=species:S:1:pos:R:3:forces:R:3
O 3.74866 2.14855 -0.60338 -0.0468 -0.1272 -0.0831
O 1.18085 0.04300 1.51782 0.0695 -0.2877 0.0087
O -3.60089 2.65238 0.85564 0.0562 1.1454 0.4155
O -0.30570 1.00892 -0.94764 0.1616 -0.1951 -0.2777
O 4.42478 -1.13282 -1.73562 -0.2270 0.1161 -0.0130
O -2.39725 -1.47496 2.08666 0.2283 -0.1864 0.0573
O 4.82975 -0.80344 1.58288 -0.2269 -0.0962 -0.0205
O -3.69711 0.80024 -0.63306 -0.0920 -0.8196 -0.9296
O -3.70342 -2.54013 -1.25154 -0.0790 0.0014 -0.1913
H -3.81541 -0.02416 -1.11819 0.0832 -0.1458 0.0628
H -2.21741 -2.42054 2.03654 -0.1074 0.0806 -0.0133
H -0.89628 0.53167 -1.54131 -0.1172 0.1431 0.1318
H 4.64864 -0.41999 -1.12673 0.1495 0.0076 0.0975
H 3.75548 -0.74726 -2.31213 0.0772 -0.1085 -0.0010
H 3.36012 1.92478 -1.45658 -0.0222 0.1024 0.0678
H 4.07038 -0.31506 1.24551 0.0461 0.1769 -0.0084
H -4.46885 -2.31697 -1.79311 -0.0080 -0.0920 0.0685
H 4.58496 -1.72821 1.46513 0.1387 0.0299 -0.0465
H -3.57431 -3.48286 -1.40512 0.0306 0.0913 0.0372
H 0.07450 0.31987 -0.39119 -0.0494 0.2450 0.2107
H -1.52338 -1.07296 2.14788 -0.0910 0.1364 -0.0576
H 1.46788 -0.84388 1.27281 0.0348 -0.0019 0.0265
H -3.57345 2.68285 -0.10733 0.2914 0.1484 0.6468
H -4.11108 1.46469 -1.19531 -0.1941 -0.3379 -0.1533
H 3.07706 2.69110 -0.17491 0.0165 -0.0857 0.0150
H 1.38614 0.10470 2.45752 -0.0415 0.1077 -0.0220
H -2.72470 2.95047 1.12476 -0.0808 -0.0483 -0.0287
```
Forces are in eV/Å.

SMILES: O.O.O.O.O.O.O.O.O
2S+1: 1
Charge: 0



5.
# C4H16N2O6

A cluster of 5 separate species, C4H16N2O6 in total at a distorted geometry (the ωB97M-V functional and the def2-TZVPD basis, the Open Molecules 2025 dataset).

Structure (XYZ):
```
28
Properties=species:S:1:pos:R:3:forces:R:3
O 1.33822 -2.22988 1.20433 0.8309 0.8977 0.1946
O -3.23467 0.42539 -0.59352 -0.4170 0.1363 0.5589
O -0.45916 -3.34655 -0.34258 -1.5090 -0.0552 -1.1124
O 1.20260 3.12619 -0.31184 -0.0631 -0.0068 0.0063
O 1.44598 0.43017 1.84506 0.7217 0.5801 0.6404
O 2.74741 0.40261 -0.82077 -0.2489 -0.7127 1.5884
N -0.94297 -0.58803 -1.76358 1.5741 0.6322 -0.2299
N -2.20605 0.11871 1.42446 -0.5933 0.3343 -0.5914
C -0.86654 0.33994 -0.65114 -1.9984 -0.5409 0.4488
C -0.73553 1.85651 -0.91978 0.7235 -0.4655 -1.3251
C -2.23449 0.28907 0.07919 0.8469 -0.4970 -0.3622
C 0.28234 2.42069 0.02207 0.4519 0.9428 -0.8173
H -0.39073 -3.30651 0.60760 0.7939 -0.0310 0.1582
H 3.41757 0.95934 -1.19388 -0.0125 0.2264 -0.9414
H -1.52714 -0.37522 -2.55183 -0.4730 0.0948 0.3186
H 0.21424 2.17449 1.08660 -0.8688 -0.0569 0.1153
H -1.37298 -0.20213 1.87716 0.0362 -0.0294 0.2529
H -1.01962 -1.52427 -1.39142 -0.1841 -0.1905 -0.3418
H -0.06518 -0.07983 -0.03602 -0.0066 0.5581 0.2163
H -0.46129 2.01618 -1.97249 0.6763 0.0007 0.3300
H 2.10653 0.03192 -1.42638 0.1927 0.3555 -0.7250
H 1.36581 -1.28651 1.45360 -0.5898 -0.3865 0.2392
H 2.39174 0.29436 1.99431 -0.0086 -0.3029 0.0318
H -3.11661 0.10331 1.85237 0.1526 -0.2131 0.4524
H 2.00531 -2.17723 0.50923 -0.0147 -0.5356 -0.1948
H 0.34176 -3.66349 -0.75460 0.3086 -0.0827 0.5014
H -1.67791 2.40684 -0.90606 -0.1961 -0.2915 0.6766
H 1.45137 1.38391 1.67991 -0.1254 -0.3607 -0.0889
```
Forces are in eV/Å.

SMILES: NC(=O)[C@@H](N)CC=O.O.O.O.O
2S+1: 1
Charge: 0



6.
# C21H26N2O2

An isolated molecule of C21H26N2O2 (the ωB97M-V functional and the def2-TZVPD basis, the Open Molecules 2025 dataset).

Structure (XYZ):
```
51
Properties=species:S:1:pos:R:3:forces:R:3
O 2.87828 2.15362 -0.42229 0.0373 0.2647 -0.0163
O 0.86183 1.93743 5.58067 0.1329 -0.2432 -0.1800
N 1.63952 0.27265 -0.54403 0.0524 -0.1915 -0.1530
N -0.43861 -0.39388 -2.40282 -0.0399 0.1692 -0.1249
C 1.13433 1.88150 4.25019 0.0696 -0.1605 -0.1509
C -0.72828 -1.65415 -2.95389 -0.1012 -0.1878 -0.1527
C -2.38051 -3.32415 -3.53833 0.1203 -0.1093 0.0057
C 1.72524 0.69280 3.81217 -0.0524 0.0951 0.1719
C 2.12663 1.35604 0.11201 0.0858 -0.0052 0.0845
C 2.02170 0.50268 2.48090 -0.0566 0.1870 -0.0362
C -2.07101 -2.06085 -3.03464 0.0470 0.0186 0.0539
C 1.17278 2.68527 1.98597 0.1063 -0.2485 -0.1829
C 0.26313 -2.48310 -3.47503 0.0771 0.0685 0.0178
C -3.18118 -1.13003 -2.64017 0.0532 -0.0501 -0.0487
C 0.38225 3.13707 6.15473 -0.0331 0.4338 0.1987
C 0.74329 0.32807 -2.82105 0.2743 0.0405 0.0421
C 0.86161 2.87995 3.32014 -0.1213 0.0899 0.3229
C 1.73736 1.49689 1.54688 0.0749 0.2129 0.1808
C -3.80380 -3.79471 -3.59497 0.0460 0.0338 -0.0202
C -1.36866 -4.14760 -4.01450 0.0125 -0.0028 -0.0192
C 0.51568 -0.52889 -0.12415 -0.5794 -0.0175 0.0556
C 1.47759 4.18541 6.32600 -0.1826 -0.3551 -0.1313
C -0.05712 -3.71604 -4.00880 0.0082 -0.0502 -0.0346
C -0.70915 -0.19281 -0.99585 0.1872 -0.1607 0.3642
C 1.97522 0.07094 -1.93838 0.1370 0.1468 -0.3499
H -2.81592 -0.10905 -2.58169 -0.0281 0.0671 0.0323
H 0.72444 -4.34787 -4.40487 0.0660 -0.0480 -0.0261
H 0.97484 3.46966 1.27064 0.0097 0.0847 -0.0608
H 1.06907 5.06590 6.81433 -0.0233 0.1176 0.0460
H 0.77041 -1.58827 -0.25127 -0.0389 0.0315 0.0673
H 1.89313 4.47469 5.36385 0.0472 0.0809 -0.0428
H 0.28416 -0.33851 0.92320 0.0105 -0.0898 -0.1200
H 2.33732 -0.95565 -2.05591 -0.0124 0.0571 -0.0239
H -1.54475 -0.81732 -0.68561 -0.0539 0.0602 -0.0096
H 0.96286 0.08748 -3.86157 -0.0035 0.0526 0.0163
H -0.96907 0.86146 -0.83697 -0.0484 -0.0494 0.0765
H -3.97681 -1.16875 -3.38172 -0.1030 0.0193 0.0045
H 2.28033 3.78177 6.93785 0.0705 -0.0014 0.0641
H 1.29555 -2.17152 -3.46503 0.0851 0.0501 0.0464
H -4.37120 -3.21819 -4.32599 -0.1171 0.0132 -0.0174
H 1.94429 -0.06723 4.54555 0.0353 -0.0837 0.0879
H -3.84667 -4.84207 -3.88289 -0.0419 -0.0514 -0.0126
H 0.41260 3.81479 3.61636 -0.0285 0.0673 0.0730
H -4.29094 -3.67898 -2.62816 -0.1137 -0.0080 0.0363
H 2.49374 -0.41519 2.16167 0.0157 -0.1115 -0.0306
H -3.61624 -1.40561 -1.67852 -0.0866 0.0490 0.0848
H 2.77384 0.76901 -2.19453 -0.0740 -0.1384 -0.0007
H -1.61419 -5.12332 -4.40758 -0.0456 -0.0961 -0.0366
H 0.50411 1.39731 -2.75809 0.1064 -0.0286 -0.0491
H -0.45605 3.53823 5.57164 0.0410 -0.0953 0.0667
H 0.00303 2.83315 7.13455 -0.0242 0.0725 -0.1696
```
Forces are in eV/Å.

SMILES: CCOc1ccc(C(=O)N2CCN(c3cccc(C)c3C)CC2)cc1
2S+1: 1
Charge: 0



7.
# C3H4OS2

An isolated molecule of C3H4OS2 at a distorted geometry (the ωB97M-V functional and the def2-TZVPD basis, the Open Molecules 2025 dataset).

Structure (XYZ):
```
10
Properties=species:S:1:pos:R:3:forces:R:3
S 0.14066 -1.69397 -0.27417 0.3768 0.0617 0.3028
S 2.87469 -0.37003 -0.15770 -0.6346 0.0621 0.0481
O -0.96943 0.59002 -0.54786 0.9980 1.2310 0.5095
C 0.35860 0.91331 -0.09914 0.2804 0.3242 -0.4748
C -1.27711 -0.54664 0.11525 -0.1160 -2.1645 0.0036
C 1.24932 -0.34566 -0.15287 -0.6668 -0.0470 -0.3057
H -1.28893 -0.49053 1.20529 -0.1365 0.4095 0.0810
H 0.36187 1.28774 0.94226 -0.1354 -0.0882 -0.3517
H 0.74046 1.67165 -0.78280 0.0612 -0.0123 0.2350
H -2.19013 -1.01587 -0.24826 -0.0270 0.2234 -0.0479
```
Forces are in eV/Å.

SMILES: S=C1COCS1
2S+1: 1
Charge: 0



8.
# C8H9NO

A structure of composition C8H9NO at a distorted geometry (the ωB97M-V functional and the def2-TZVPD basis, the Open Molecules 2025 dataset).

Structure (XYZ):
```
19
Properties=species:S:1:pos:R:3:forces:R:3
O 3.51031 0.18291 -0.84516 -2.7884 -0.3288 2.1144
N 1.37420 0.92573 -0.64990 -2.7735 -1.3459 -0.5350
C -0.33253 -0.80317 -0.78103 -2.6351 2.0577 1.2238
C 2.21070 -0.59588 1.06850 -0.1532 -5.9057 -0.0346
C 0.00728 0.51297 -0.44923 1.1446 -1.0494 -0.4966
C -2.27967 0.98621 0.17892 -0.9429 -0.8224 -1.3933
C -2.65884 -0.35930 -0.15113 -3.2343 1.9420 1.7972
C -1.66788 -1.18696 -0.56255 1.7232 2.9917 0.2651
C 2.43028 0.14340 -0.21446 3.1892 0.3116 -0.8159
C -0.97631 1.40437 -0.00534 -0.7721 -4.4279 -0.6412
H 3.18178 -1.20408 1.42359 -2.2874 1.2992 -1.1493
H -3.86199 -0.67939 0.01479 3.7826 0.7214 -0.6367
H -1.87584 -2.12185 -0.76597 -1.1942 -4.7374 -1.1036
H 1.44750 1.85871 -0.40678 0.8147 2.2929 0.0846
H -3.04529 1.75436 0.32651 0.2416 -0.4157 0.4499
H -0.72993 2.34432 0.16132 1.1112 4.3439 0.8257
H 0.27220 -1.52742 -1.21086 1.5278 -0.8681 -0.6060
H 1.79800 -0.17487 1.94571 -0.2436 1.6212 0.5210
H 1.19603 -1.46008 0.92306 3.4899 2.3196 0.1305
```
Forces are in eV/Å.

2S+1: 1
Charge: 0



Relative energy (zero: lowest compared OMol25 entry of this formula, charge and spin)? In order: 217.80, 711.24, 51.85, 336.63, 149.04, 179.15, 105.69, 256.15 kJ/mol.